Record 1
Density functional theory data (wB97M-V/def2-TZVPD) for a structure of composition C5H6LiO4Pr.

CARTESIAN COORDINATES (ANGSTROEM)
H1 0.541 -1.868 -0.172
H2 -1.814 0.965 0.521
H3 -1.063 -0.787 -1.867
H4 1.457 -0.978 -1.360
Pr1 -1.790 -0.226 3.116
C1 0.750 -0.852 -0.531
C2 -0.544 -0.103 -1.180
Li1 3.347 2.753 -0.048
O1 2.633 1.107 -0.863
H5 -0.211 0.856 -1.601
O2 2.308 1.704 1.240
O3 1.432 -0.197 0.539
C3 2.144 0.914 0.277
C4 -2.351 -0.748 0.466
O4 -2.896 -1.053 1.635
H6 -2.702 -1.484 -0.275
C5 -1.241 -0.003 0.104

Force components x, y, z for each atom (eV/Å):
H -0.40 0.43 -0.01
H 2.35 -0.14 -0.33
H 0.34 0.26 0.07
H -0.06 0.06 0.12
Pr 1.05 -0.20 -0.41
C 1.49 -0.47 -2.07
C 1.84 -0.63 2.15
Li -0.06 -0.37 0.01
O -0.55 -0.14 0.26
H -0.30 -0.44 0.04
O -0.30 -0.17 0.09
O -1.99 -0.77 0.29
C 1.32 1.45 -0.61
C 0.98 -4.30 -3.67
O -0.42 2.19 1.23
H 0.06 -0.03 0.10
C -5.34 3.25 2.72

HOMO (alpha / beta) (eV): -15.65 / -15.66
Charge: +2
Multiplicity: 3
LUMO (alpha / beta) (eV): -11.16 / -9.58
Frontier orbital gap (alpha / beta) (eV): 4.50 / 6.08


Record 2
Density functional theory data (wB97M-V/def2-TZVPD) for a cluster of 2 separate species, C4H12N2O in total.

CARTESIAN COORDINATES (ANGSTROEM)
N1 1.458 0.129 -2.091
H1 1.236 -1.703 1.568
O1 -2.350 1.971 -2.606
H2 0.996 1.022 0.490
H3 -1.234 -1.134 0.585
H4 -0.204 -0.936 -1.656
C1 0.416 -0.160 -1.217
H5 -0.256 -2.311 2.159
H6 2.064 0.888 -1.851
H7 0.036 -0.148 3.731
H8 -1.828 1.293 -2.141
C2 0.385 0.236 0.063
H9 1.374 -0.122 -3.057
H10 1.415 -0.028 2.920
H11 -2.365 1.748 -3.516
C3 -0.491 -0.479 1.041
C4 0.301 -1.384 2.035
H12 -1.143 0.218 1.589
N2 0.740 -0.698 3.259

Force components x, y, z for each atom (eV/Å):
N -0.30 0.15 0.06
H -0.10 0.00 -0.23
O 0.21 0.09 1.67
H 0.38 -0.01 -0.37
H 0.19 0.01 -0.67
H -0.38 0.00 0.57
C 1.58 -0.14 -0.08
H -0.15 0.13 0.77
H 0.17 0.15 -0.20
H -0.44 -0.17 -0.15
H -0.23 0.38 -0.38
C -1.26 -0.62 -0.25
H -0.04 0.27 -0.05
H 0.28 0.19 0.35
H 0.08 -0.46 -1.23
C -0.68 -0.34 0.57
C 0.00 0.81 -0.33
H 0.39 -0.02 0.26
N 0.30 -0.42 -0.30

HOMO (eV): -8.02
SMILES: N/C=C/CCN.O
LUMO (eV): 0.79
Frontier orbital gap (eV): 8.81


Record 3
Density functional theory data (wB97M-V/def2-TZVPD) for a cluster of 8 separate species, C24H64O24S8 in total.

CARTESIAN COORDINATES (ANGSTROEM)
H1 -9.012 -5.796 11.405
O1 -16.885 -17.577 15.180
H2 -12.849 -17.491 16.092
C1 -18.664 -16.372 1.259
H3 -14.454 -18.602 12.875
O2 -9.681 -18.112 -3.425
C2 -8.547 -6.202 12.303
O3 -14.703 -6.484 4.976
H4 -12.254 -15.285 14.947
H5 -12.004 -18.030 -5.735
H6 -18.148 -28.745 6.518
C3 -17.650 -27.481 8.205
C4 -11.866 -18.754 -4.932
S1 -13.531 -5.864 4.311
H7 -12.210 -25.400 2.180
S2 -19.899 -14.418 4.482
H8 -11.934 -8.324 4.297
H9 -16.376 -25.826 2.370
H10 -18.828 -15.592 0.515
H11 -12.435 -18.432 4.183
C5 -19.806 -15.897 5.570
H12 -14.533 -8.802 4.214
O4 -11.314 -16.051 4.741
O5 -18.165 -25.416 10.087
H13 -20.561 -24.085 8.036
S3 -16.512 -23.652 1.293
C6 -7.797 -7.380 9.182
H14 -10.282 -16.023 -1.589
H15 -18.540 -27.819 8.737
H16 -14.492 -25.640 1.288
H17 -7.270 -7.505 8.237
C7 -12.646 -18.390 5.252
O6 -14.962 -23.698 1.940
H18 -18.139 -16.404 3.381
H19 -12.723 -20.562 -6.015
O7 -12.708 -16.246 6.901
C8 -11.165 -16.317 -2.156
H20 -20.545 -25.501 9.036
H21 -8.497 -15.869 6.942
H22 -12.109 -19.227 5.700
O8 -6.077 -5.857 10.684
H23 -9.431 -17.729 8.287
H24 -13.641 -18.554 5.665
H25 -17.784 -24.914 2.860
H26 -13.814 -10.028 3.606
H27 -12.172 -16.027 13.490
C9 -17.190 -25.207 1.994
H28 -14.366 -8.812 2.383
H29 -17.895 -14.800 2.522
C10 -14.139 -4.486 3.185
O9 -15.007 -19.314 15.538
H30 -7.729 -5.571 14.171
C11 -13.890 -8.971 3.350
H31 -8.896 -15.377 8.570
H32 -17.747 -25.685 1.188
C12 -14.029 -24.658 1.393
H33 -11.126 -15.917 -3.169
C13 -12.597 -8.178 3.444
H34 -10.948 -16.883 8.523
H35 -16.066 -19.457 12.935
C14 -17.260 -28.431 7.068
S4 -11.811 -16.862 5.873
H36 -8.533 -8.122 9.490
H37 -17.751 -16.939 1.077
O10 -18.658 -13.643 4.747
S5 -6.602 -7.195 10.628
H38 -12.487 -20.891 -4.297
H39 -20.628 -15.912 6.286
H40 -14.212 -3.517 3.680
H41 -15.963 -17.717 12.435
H42 -19.854 -16.834 5.015
S6 -15.538 -18.117 14.869
O11 -17.875 -26.244 7.655
H43 -7.103 -4.557 12.720
H44 -10.083 -14.937 7.329
O12 -14.376 -16.894 14.918
C15 -18.523 -15.680 2.662
H45 -13.807 -19.988 -4.831
C16 -12.741 -20.117 -5.021
O13 -12.133 -18.088 -3.654
H46 -12.439 -23.528 2.154
S7 -10.896 -18.042 -2.615
O14 -16.142 -23.797 -0.128
O15 -21.205 -13.730 4.602
H47 -20.352 -25.611 7.232
H48 -13.640 -24.391 0.410
C17 -7.890 -5.158 13.176
O16 -7.759 -7.372 11.875
H49 -8.341 -6.450 9.017
H50 -16.769 -27.540 8.844
C18 -15.528 -18.514 13.039
O17 -17.311 -22.488 1.842
H51 -13.430 -4.325 2.372
O18 -17.758 -23.727 8.197
C19 -11.989 -16.260 14.539
C20 -20.099 -25.067 8.141
H52 -15.137 -4.804 2.885
H53 -16.769 -29.293 7.518
H54 -16.706 -28.029 6.219
C21 -12.996 -17.323 15.025
H55 -10.963 -16.608 14.663
O19 -19.816 -15.186 3.040
O20 -11.163 -18.859 -1.462
O21 -12.913 -6.821 3.099
H56 -9.388 -6.574 12.888
H57 -19.445 -17.132 1.289
H58 -11.957 -8.444 2.603
S8 -18.340 -25.023 8.647
O22 -12.500 -5.315 5.165
H59 -12.144 -16.292 -1.678
O23 -5.800 -8.453 10.669
H60 -8.683 -4.429 13.341
C22 -12.848 -24.526 2.312
H61 -10.839 -19.101 -5.036
H62 -13.227 -24.481 3.333
C23 -10.100 -16.990 7.846
O24 -10.527 -17.524 6.621
C24 -9.331 -15.673 7.616
H63 -18.820 -15.851 6.032
H64 -12.626 -18.225 14.537

Force components x, y, z for each atom (eV/Å):
H 0.21 0.35 -0.10
O 3.53 -0.74 -0.18
H 0.16 -0.08 0.00
C 0.10 0.30 1.60
H -0.16 -0.28 -0.45
O -1.13 -0.40 1.50
C 0.05 -0.26 -0.78
O 2.47 0.89 -1.60
H 0.67 -0.05 0.77
H -0.59 -0.12 0.17
H -0.31 -0.45 0.32
C 1.32 -2.37 -0.10
C -1.04 -2.57 0.06
S -1.82 1.02 0.08
H 0.50 0.49 0.04
S 0.21 1.31 1.12
H -0.59 0.43 0.52
H 0.05 0.08 -0.40
H -0.10 -0.39 -0.14
H -0.72 0.12 0.06
C 0.02 0.23 -0.20
H -0.40 1.18 -0.41
O -1.08 -1.81 2.32
O -0.62 0.67 -3.99
H 0.64 0.26 0.15
S 1.41 1.61 -0.31
C 0.48 1.00 0.87
H -0.42 0.16 0.25
H 0.13 -0.25 0.10
H 0.08 -0.12 0.38
H 0.21 -0.71 0.37
C 1.58 -0.08 0.70
O -2.20 0.65 0.16
H 0.04 0.25 0.21
H 0.48 0.15 -0.10
O 2.25 -1.29 -2.25
C 0.67 -1.50 -0.99
H -0.31 -0.33 -0.26
H -0.35 0.39 -0.35
H 0.43 0.13 -0.02
O 0.14 -0.90 -0.06
H -0.06 -0.19 -0.21
H -0.17 0.90 -0.61
H -0.22 0.01 -0.32
H 0.90 -0.43 -0.95
H 0.20 -0.57 -0.39
C 0.20 0.91 -0.13
H -0.10 -0.06 0.29
H 0.37 -0.30 0.45
C 0.28 -0.94 0.54
O -0.80 2.26 -0.73
H 0.77 0.07 -0.17
C -0.02 -0.87 1.56
H -0.05 0.17 0.07
H -0.06 0.00 0.27
C 0.19 0.56 -0.35
H -0.27 0.74 0.38
C -0.09 -1.04 -1.46
H -0.04 0.22 -0.06
H 0.18 0.10 0.03
C -1.29 -0.36 -0.48
S -1.34 1.64 0.38
H 0.49 -0.31 -0.32
H 0.19 0.32 -0.20
O -2.60 -1.67 -1.00
S -1.74 -2.85 0.24
H 0.73 0.30 0.05
H 0.19 0.38 0.01
H 0.08 -0.43 0.67
H 0.02 0.00 0.35
H -0.13 0.30 -0.36
S -1.21 -0.44 -0.92
O 0.05 3.16 0.16
H 0.37 -0.63 0.23
H 0.56 0.27 -0.45
O -1.25 -1.52 -0.67
C 0.09 -0.27 -1.90
H -0.04 0.66 0.02
C -0.22 1.42 -0.08
O 0.76 -0.96 -0.44
H 0.64 -0.39 -0.24
S 0.29 1.44 -0.39
O -2.05 0.27 1.96
O 2.86 -1.92 -0.72
H 0.68 -0.25 0.23
H -0.74 0.29 -0.27
C -0.68 0.35 -0.11
O 1.48 0.56 -0.77
H 0.10 0.25 0.55
H -0.28 0.73 0.57
C 0.48 0.48 1.68
O 2.84 -3.68 -1.70
H -0.16 -0.52 -0.07
O -1.11 -3.48 0.80
C -1.96 0.63 -0.52
C -0.29 0.30 1.18
H 0.25 0.01 -0.32
H 0.01 -0.05 -0.35
H 0.72 0.50 0.71
C 1.57 0.40 1.10
H -0.17 0.26 0.29
O -0.72 0.97 1.03
O 0.42 -0.13 -0.94
O -0.50 1.85 2.08
H 0.20 -0.67 -0.12
H -0.27 0.31 -0.14
H 0.03 -0.17 -0.08
S 0.65 1.93 0.95
O -0.32 -0.93 -0.85
H 0.32 0.40 0.05
O -1.83 3.62 0.14
H -0.27 0.14 0.04
C -0.81 -0.25 0.74
H 0.05 0.40 0.48
H 0.17 -0.41 0.18
C 0.97 0.96 1.01
O -1.31 -0.44 -1.60
C -0.66 -0.98 1.00
H -0.25 0.16 0.22
H -1.27 -0.46 -0.34

HOMO (eV): -10.82
SMILES: CCOS(C)(=O)=O.CCOS(C)(=O)=O.CCOS(C)(=O)=O.CCOS(C)(=O)=O.CCOS(C)(=O)=O.CCOS(C)(=O)=O.CCOS(C)(=O)=O.CCOS(C)(=O)=O
LUMO (eV): -0.02
Frontier orbital gap (eV): 10.79


Record 4
Density functional theory data (wB97M-V/def2-TZVPD) for a structure of composition C29H26BBrN3O6RuS.

CARTESIAN COORDINATES (ANGSTROEM)
Br1 3.323 -1.321 -0.753
C1 -0.178 4.145 -2.679
O1 -2.621 -0.281 -1.905
H1 0.371 -7.450 -2.132
H2 -0.822 5.190 0.511
O2 1.450 -4.120 3.129
H3 -1.900 4.195 -0.469
H4 -1.001 5.974 -1.898
C2 4.453 0.883 2.552
C3 1.271 2.226 -3.231
H5 -5.093 -0.731 -3.149
C4 0.355 -5.474 -1.359
C5 -3.780 1.201 -0.679
H6 -1.150 -0.058 3.671
C6 2.225 -0.654 1.822
C7 -0.327 5.179 -1.583
Ru1 0.355 -0.315 -0.369
C8 0.663 2.650 -0.912
H7 -7.116 0.532 -2.417
C9 0.601 -3.251 -0.150
S1 2.097 -3.980 1.853
H8 -1.198 2.991 1.691
O3 -2.489 1.250 -0.222
C10 3.377 -0.600 1.005
H9 0.904 1.058 4.473
H10 -4.813 2.636 0.542
C11 4.471 0.134 1.366
H11 0.555 2.018 -4.028
H12 0.503 3.398 2.035
H13 -6.980 2.181 -0.611
C12 -3.860 0.266 -1.703
C13 0.930 0.391 3.620
O4 3.510 -3.718 1.876
C14 2.164 0.224 2.931
H14 2.128 2.754 -3.655
H15 5.335 1.442 2.835
C15 1.546 -7.333 -0.332
H16 2.645 -6.902 1.473
H17 1.816 -8.379 -0.353
N1 -0.048 3.342 -0.001
H18 0.325 4.578 -3.545
C16 -0.132 -1.194 2.151
C17 0.811 -4.618 -0.327
C18 -0.167 2.858 1.361
C19 -0.857 4.503 -0.337
H19 1.610 1.286 -2.809
C20 -4.883 1.912 -0.260
C21 -0.199 -0.227 3.184
C22 1.635 -5.187 0.685
C23 1.085 -1.510 1.561
H20 -0.989 -1.828 1.960
C24 0.722 -6.796 -1.343
N2 1.307 -2.777 0.977
H21 5.332 0.171 0.712
H22 -0.274 -5.073 -2.143
O5 1.345 1.641 -0.578
H23 -1.157 3.784 -3.013
C25 3.310 0.961 3.298
C26 -6.086 1.649 -0.911
H24 0.647 5.626 -1.371
O6 -0.061 -2.390 -0.837
B1 -1.752 0.307 -0.985
C27 -6.164 0.714 -1.936
C28 -5.042 0.001 -2.355
C29 2.008 -6.513 0.689
H25 0.063 1.800 1.409
H26 3.259 1.596 4.173
N3 0.629 3.031 -2.207

Force components x, y, z for each atom (eV/Å):
Br 0.19 -0.09 0.08
C 0.00 0.04 -0.01
O 0.00 -0.13 -0.21
H 0.00 0.01 -0.01
H 0.00 -0.01 0.01
O -0.07 -0.01 0.01
H 0.01 -0.02 -0.01
H -0.02 -0.01 0.00
C -0.06 0.05 0.13
C 0.02 -0.01 0.01
H 0.01 0.00 0.00
C -0.02 0.01 -0.05
C -0.10 -0.11 -0.19
H 0.01 0.02 0.02
C -0.04 0.05 0.11
C 0.03 -0.02 0.02
Ru -0.86 0.01 -0.40
C -0.10 -0.17 -0.16
H 0.00 0.00 0.00
C 0.00 0.21 0.10
S 0.04 -0.11 -0.04
H 0.00 -0.01 -0.02
O 0.01 0.17 0.00
C 0.08 0.05 0.00
H -0.02 0.00 0.00
H -0.01 0.00 0.00
C 0.01 -0.08 -0.16
H -0.01 0.00 0.00
H 0.00 0.00 0.00
H 0.00 0.00 0.01
C 0.00 0.17 0.11
C -0.03 0.00 -0.02
O 0.01 0.00 -0.02
C -0.01 -0.02 -0.09
H -0.01 0.00 -0.01
H -0.01 0.01 0.01
C 0.02 0.04 0.04
H 0.00 -0.01 -0.01
H 0.01 0.00 0.01
N 0.05 0.07 0.03
H 0.00 -0.02 0.00
C 0.10 -0.16 -0.06
C 0.03 -0.10 0.04
C 0.04 0.03 0.03
C -0.04 0.03 -0.02
H 0.02 0.02 0.01
C 0.11 0.03 0.05
C -0.08 0.05 0.00
C -0.02 0.20 0.04
C 0.04 0.05 0.12
H 0.05 -0.06 -0.02
C -0.02 0.03 -0.01
N 0.01 -0.02 -0.03
H 0.00 -0.01 0.00
H 0.00 -0.01 0.00
O 0.23 0.11 0.22
H -0.01 0.01 0.01
C 0.09 0.00 -0.02
C -0.05 0.00 -0.03
H 0.00 0.00 -0.01
O 0.07 -0.07 -0.23
B 0.20 -0.10 0.67
C -0.02 0.01 0.01
C 0.04 -0.03 -0.03
C 0.03 -0.12 0.00
H 0.02 -0.01 0.02
H 0.01 0.01 0.00
N 0.01 0.04 -0.06

HOMO (alpha / beta) (eV): -5.16 / -8.31
Multiplicity: 6
LUMO (alpha / beta) (eV): -0.22 / -0.82
Frontier orbital gap (alpha / beta) (eV): 4.94 / 7.49


Number 1: DFT total energy -1018.939658 a.u.. Number 2: DFT total energy -344.314643 a.u.. Number 3: DFT total energy -5943.742735 a.u.. Number 4: DFT total energy -4828.326404 a.u..